[1]
{"formula": "C27H63BClN2O7P2S2", "method": "ωB97M-V/def2-TZVPD", "symbols": ["C", "C", "C", "P", "O", "B", "O", "O", "P", "N", "O", "O", "O", "C", "S", "C", "C", "C", "C", "N", "C", "C", "S", "C", "C", "C", "Cl", "C", "C", "O", "H", "H", "H", "H", "H", "H", "H", "H", "H", "H", "H", "H", "H", "H", "H", "H", "H", "H", "H", "H", "H", "H", "H", "H", "H", "H", "H", "H", "H", "H", "H", "H", "H", "H", "H", "C", "C", "C", "C", "C", "C", "H", "H", "H", "H", "H", "H", "H", "H", "H", "H", "H", "H", "H", "H", "C", "C", "C", "C", "C", "C", "H", "H", "H", "H", "H", "H", "H", "H", "H", "H", "H", "H", "H", "H"], "coordinates": [[2.91771, -6.33877, 1.77460], [1.91005, -5.68415, 1.15454], [1.91000, -4.19348, 0.98121], [0.86688, -3.49590, -0.45953], [1.13823, -4.98318, -1.33256], [0.08614, -5.54593, -1.98019], [-0.48616, -4.95192, -3.08944], [-0.42484, -6.80019, -1.59704], [2.55357, -2.57257, -1.63038], [2.63973, -1.00322, -1.62445], [3.99196, -3.22116, -1.26161], [2.37932, -3.07930, -3.16505], [-0.66288, -4.17900, 0.11908], [-1.40876, -3.34335, 0.91116], [-1.22116, -4.09529, 2.66059], [-2.93189, -3.41216, 0.58778], [-3.30476, -4.49985, -0.41780], [-4.70417, -5.06050, -0.15319], [-4.75076, -5.98319, 1.07711], [-3.59947, -6.90333, 1.14152], [-0.79148, -1.88438, 0.82868], [-1.31613, -1.08734, -0.41081], [-2.14439, 0.51575, -0.13090], [-1.17215, 1.60762, -1.21699], [0.04570, 2.20372, -0.51794], [-0.73283, -1.16536, 2.19007], [0.35174, 0.26088, 2.17368], [-2.08682, -0.80550, 2.82135], [-2.22057, -1.21854, 4.28571], [0.57996, -2.11368, 0.51770], [3.33673, -5.91187, 2.68446], [3.37377, -7.24701, 1.39381], [1.03874, -6.23697, 0.81751], [1.43480, -3.75313, 1.86306], [2.92557, -3.80631, 0.95795], [0.09105, -2.98390, -1.54558], [-1.37997, -5.28919, -3.19533], [-0.89965, -6.74000, -0.76154], [1.89201, -0.65525, -1.02981], [3.88574, -4.17060, -1.10798], [1.82095, -2.42517, -3.59966], [-1.00957, -5.32919, 2.19179], [-3.30324, -2.44057, 0.25712], [-3.44950, -3.62314, 1.52147], [-3.26966, -4.10990, -1.43892], [-2.61166, -5.33307, -0.37938], [-5.06625, -5.59140, -1.03647], [-5.37914, -4.21742, 0.03166], [-5.67477, -6.56581, 1.01549], [-4.76860, -5.38494, 1.98749], [-3.86067, -7.83765, 0.85645], [-3.26684, -6.97622, 2.09365], [-0.44611, -0.89180, -1.02985], [-1.99149, -1.68707, -1.01645], [-1.83037, 2.35748, -1.65238], [-0.81749, 0.96762, -2.02679], [-0.18410, 2.50035, 0.50513], [0.85397, 1.47656, -0.45610], [0.43907, 3.07830, -1.04468], [-0.21595, -1.85052, 2.85599], [-2.89259, -1.26945, 2.24392], [-2.26165, 0.26527, 2.73890], [-2.05740, -2.28121, 4.44260], [-3.23063, -0.97823, 4.62728], [-1.54319, -0.62935, 4.90741], [5.11534, 5.31596, 1.36125], [5.45743, 4.51797, 0.10696], [4.29952, 3.66380, -0.40649], [3.81693, 2.58535, 0.56368], [4.88851, 1.58019, 1.00095], [5.42836, 0.79838, -0.19330], [4.85522, 4.66146, 2.19422], [5.96091, 5.92959, 1.67866], [4.26877, 5.98244, 1.17892], [6.32952, 3.88743, 0.30020], [5.75364, 5.21332, -0.68435], [4.59310, 3.19815, -1.35027], [3.45451, 4.31936, -0.64662], [2.99823, 2.03123, 0.09868], [3.38466, 3.06283, 1.44986], [4.43987, 0.88802, 1.71764], [5.70544, 2.07976, 1.53355], [4.60471, 0.28074, -0.68789], [6.16212, 0.05150, 0.11588], [5.91512, 1.45454, -0.91831], [-1.89019, 6.24965, 0.77369], [-2.16941, 5.60961, -0.58224], [-1.28821, 6.15426, -1.70481], [-1.46043, 7.64689, -1.99309], [-2.88344, 8.07189, -2.35271], [-3.41100, 7.41484, -3.62419], [-2.08844, 7.32328, 0.76397], [-2.51900, 5.80875, 1.54832], [-0.84844, 6.09984, 1.06533], [-3.22680, 5.73199, -0.83457], [-1.99858, 4.53300, -0.50368], [-1.48071, 5.58124, -2.61626], [-0.23948, 5.96824, -1.45259], [-0.79036, 7.92154, -2.81433], [-1.12591, 8.22706, -1.12857], [-2.89712, 9.15763, -2.48376], [-3.56119, 7.85755, -1.52182], [-2.77092, 7.64990, -4.47748], [-4.41799, 7.76555, -3.85598], [-3.45800, 6.32932, -3.52761]], "lowdin_charge": [-0.0343, -0.2096, -0.2223, 0.6002, -0.1097, -0.9186, 0.1598, 0.1278, 0.4876, -0.1913, -0.1946, -0.2020, -0.2859, -0.6292, 0.8439, -0.1729, -0.1955, -0.2001, -0.2698, 0.0055, -0.5019, -0.3720, 0.8596, -0.5253, -0.1985, -0.6364, 0.6856, -0.3010, -0.1129, -0.3414, 0.0425, 0.0339, 0.0849, 0.0585, 0.0756, 0.0593, 0.0932, 0.0731, -0.0653, 0.0576, 0.0567, -0.1233, 0.1010, 0.0711, 0.1163, 0.0766, 0.1022, 0.1082, 0.0982, 0.1002, 0.0640, 0.0583, 0.0639, 0.0675, 0.0503, 0.0679, 0.0406, 0.0305, 0.0654, 0.0520, 0.0954, 0.0729, 0.0196, 0.0700, 0.0750, -0.1183, -0.2735, -0.2282, -0.2244, -0.2596, -0.1094, 0.0638, 0.0633, 0.0708, 0.0969, 0.0997, 0.1015, 0.1034, 0.0894, 0.1005, 0.1035, 0.0919, 0.0400, 0.0677, 0.0610, -0.1060, -0.2624, -0.2273, -0.2302, -0.2734, -0.1140, 0.0626, 0.0697, 0.0763, 0.1002, 0.0861, 0.1013, 0.1077, 0.1082, 0.0995, 0.1012, 0.0968, 0.0735, 0.0663, 0.0652], "total_charge": -1, "gap_ev": 7.4, "fmax_ev_per_a": 1.68, "multiplicity": 1, "homo_ha": -0.1870, "total_energy_ha": -3667.106200}



[2]
{"formula": "C2HN4S", "method": "ωB97M-V/def2-TZVPD", "symbols": ["N", "C", "C", "S", "N", "N", "N", "H"], "coordinates": [[-0.22389, 0.98663, -2.67721], [-0.48861, 1.03310, -1.56595], [-0.68911, 0.90921, -0.14500], [0.80131, 1.14593, 0.67232], [-2.05584, 1.68042, 0.34544], [-2.67887, 0.78693, 0.84436], [-3.46283, 0.13588, 1.35712], [-0.97577, -0.25491, -0.07951]], "nbo_charge": [-0.3998, 0.2853, -0.3644, -0.4606, -0.3068, 0.2254, -0.1747, 0.1955], "relative_energy_kj_mol": 128.2, "total_charge": -1, "smiles": "N#C[C@@H]([S-])N=[N+]=[N-]", "gap_ev": 7.6, "fmax_ev_per_a": 3.66, "multiplicity": 1, "homo_ha": -0.1312, "total_energy_ha": -693.987771}



[3]
{"formula": "CH10N2O2", "method": "ωB97M-V/def2-TZVPD", "symbols": ["N", "C", "N", "H", "H", "H", "H", "H", "H", "O", "H", "H", "O", "H", "H"], "coordinates": [[0.99883, -1.89654, 0.71481], [1.23137, -0.86187, -0.22460], [0.58286, 0.48629, 0.05237], [1.50331, -1.65251, 1.59346], [0.07985, -2.24065, 0.98630], [2.28369, -0.60269, -0.35015], [0.93741, -1.07364, -1.24564], [-0.42679, 0.41122, 0.04907], [0.86920, 0.88422, 0.93773], [1.92038, 2.36007, -2.04216], [2.16087, 3.22566, -1.70787], [1.85914, 1.71146, -1.31775], [-4.32906, -0.41851, 0.77798], [-5.14274, -0.51781, 0.27651], [-4.52832, 0.18529, 1.49994]], "nbo_charge": [-0.8558, -0.0641, -0.8832, 0.3539, 0.3783, 0.1823, 0.1884, 0.3622, 0.3485, -0.9678, 0.4655, 0.4916, -0.9415, 0.4717, 0.4701], "relative_energy_kj_mol": 48.6, "total_charge": 0, "smiles": "NCN.O.O", "gap_ev": 9.8, "fmax_ev_per_a": 2.67, "multiplicity": 1, "homo_ha": -0.3309, "total_energy_ha": -304.064311}



[4]
{"formula": "C7H4ClNO8Pt", "method": "ωB97M-V/def2-TZVPD", "symbols": ["Pt", "O", "Cl", "O", "O", "O", "O", "C", "C", "C", "C", "C", "C", "C", "O", "N", "O", "O", "H", "H", "H", "H"], "coordinates": [[-1.45086, 1.39191, 1.75506], [-3.57556, 0.64717, 4.95135], [-2.95812, 0.85673, 3.72824], [-2.77949, -0.35174, 2.99076], [-3.64903, 1.79494, 2.91692], [-1.60307, 1.40090, 3.91790], [0.01372, 2.55578, 0.63490], [0.82499, 1.99564, -0.12124], [0.68553, 0.72243, -0.74953], [1.77036, 0.17505, -1.44412], [1.71185, -1.11328, -1.92721], [0.54980, -1.89263, -1.77897], [-0.53394, -1.37504, -1.13051], [-0.52223, -0.05495, -0.59265], [-1.57367, 0.39202, -0.01882], [2.87786, -1.70120, -2.54653], [3.87651, -1.02015, -2.60936], [2.78076, -2.83945, -2.94361], [1.77883, 2.51240, -0.30595], [2.67631, 0.75107, -1.56536], [0.53560, -2.89917, -2.17283], [-1.43618, -1.94844, -0.98844]], "nbo_charge": [1.1107, -0.7543, 2.5419, -0.7995, -0.8227, -0.8393, -0.5884, 0.4517, -0.3288, -0.0852, -0.0463, -0.1100, -0.3070, 0.5218, -0.6478, 0.5358, -0.3809, -0.3737, 0.1697, 0.2522, 0.2591, 0.2408], "relative_energy_kj_mol": 579.8, "total_charge": 0, "gap_ev": [7.0, 6.9], "fmax_ev_per_a": 3.53, "multiplicity": 1, "homo_ha": [-0.3564, -0.3563], "total_energy_ha": -1504.861798}